Record 1
{
  "formula": "C42H90Cl18O18",
  "method": "ωB97M-V/def2-TZVPD",
  "elements": ["C", "O", "C", "C", "O", "C", "C", "O", "C", "H", "H", "H", "H", "H", "H", "H", "H", "H", "H", "H", "H", "H", "H", "C", "O", "C", "C", "O", "C", "C", "O", "C", "H", "H", "H", "H", "H", "H", "H", "H", "H", "H", "H", "H", "H", "H", "C", "O", "C", "C", "O", "C", "C", "O", "C", "H", "H", "H", "H", "H", "H", "H", "H", "H", "H", "H", "H", "H", "H", "C", "O", "C", "C", "O", "C", "C", "O", "C", "H", "H", "H", "H", "H", "H", "H", "H", "H", "H", "H", "H", "H", "H", "C", "O", "C", "C", "O", "C", "C", "O", "C", "H", "H", "H", "H", "H", "H", "H", "H", "H", "H", "H", "H", "H", "H", "C", "O", "C", "C", "O", "C", "C", "O", "C", "H", "H", "H", "H", "H", "H", "H", "H", "H", "H", "H", "H", "H", "H", "Cl", "C", "Cl", "Cl", "H", "Cl", "C", "Cl", "Cl", "H", "Cl", "C", "Cl", "Cl", "H", "Cl", "C", "Cl", "Cl", "H", "Cl", "C", "Cl", "Cl", "H", "Cl", "C", "Cl", "Cl", "H"],
  "positions_angstrom": [[-25.80, 14.89, -3.33], [-27.20, 14.79, -3.32], [-27.64, 13.51, -3.62], [-29.10, 13.57, -4.01], [-29.31, 14.23, -5.29], [-30.30, 15.25, -5.19], [-31.63, 14.69, -5.59], [-31.52, 14.40, -7.00], [-32.72, 14.43, -7.82], [-25.55, 15.92, -3.14], [-25.46, 14.71, -4.37], [-25.21, 14.23, -2.68], [-27.64, 12.80, -2.80], [-26.98, 13.14, -4.45], [-29.72, 14.06, -3.21], [-29.52, 12.55, -4.08], [-29.98, 16.03, -5.88], [-30.35, 15.60, -4.17], [-32.44, 15.40, -5.55], [-31.84, 13.77, -5.06], [-32.49, 14.50, -8.89], [-33.25, 15.28, -7.52], [-33.19, 13.45, -7.70], [-26.77, 17.15, -6.19], [-25.51, 16.53, -6.34], [-24.47, 17.43, -6.01], [-23.57, 17.88, -7.14], [-24.36, 18.69, -7.96], [-23.68, 19.46, -8.95], [-24.07, 18.95, -10.28], [-23.52, 17.71, -10.60], [-23.42, 17.45, -11.93], [-27.45, 16.33, -6.39], [-26.91, 17.96, -6.95], [-26.86, 17.60, -5.17], [-23.89, 16.92, -5.23], [-24.88, 18.36, -5.63], [-23.15, 17.11, -7.73], [-22.75, 18.44, -6.68], [-22.61, 19.31, -8.82], [-23.88, 20.51, -8.80], [-23.79, 19.64, -11.13], [-25.21, 18.94, -10.38], [-23.14, 18.33, -12.49], [-24.28, 16.93, -12.39], [-22.55, 16.76, -12.08], [-31.96, 17.09, -10.55], [-32.37, 15.76, -11.01], [-31.21, 15.02, -11.38], [-31.54, 13.77, -12.07], [-32.13, 12.81, -11.19], [-33.16, 11.97, -11.75], [-34.05, 11.64, -10.58], [-35.36, 11.37, -11.08], [-36.39, 11.42, -10.10], [-31.43, 17.56, -11.33], [-31.38, 17.14, -9.62], [-32.87, 17.69, -10.46], [-30.65, 14.70, -10.50], [-30.54, 15.64, -12.06], [-30.61, 13.38, -12.54], [-32.21, 13.94, -12.86], [-32.74, 11.09, -12.27], [-33.77, 12.53, -12.51], [-34.12, 12.44, -9.87], [-33.64, 10.72, -10.11], [-36.53, 12.45, -9.83], [-36.12, 10.81, -9.18], [-37.30, 11.08, -10.63], [-25.32, 14.54, -9.18], [-24.75, 13.34, -9.69], [-23.66, 13.00, -8.86], [-23.25, 11.59, -9.15], [-24.09, 10.56, -8.58], [-25.22, 10.21, -9.40], [-25.57, 8.78, -9.04], [-24.47, 7.92, -9.26], [-24.87, 6.56, -9.18], [-25.69, 14.33, -8.19], [-26.02, 14.82, -9.94], [-24.55, 15.27, -9.19], [-23.84, 13.04, -7.83], [-22.80, 13.63, -9.12], [-22.31, 11.51, -8.60], [-23.10, 11.54, -10.23], [-24.84, 10.22, -10.43], [-26.08, 10.84, -9.27], [-26.41, 8.45, -9.63], [-25.92, 8.73, -7.97], [-24.93, 6.14, -8.18], [-24.11, 5.98, -9.65], [-25.80, 6.41, -9.71], [-29.15, 10.55, -2.09], [-30.52, 10.28, -2.35], [-30.86, 9.51, -3.51], [-30.79, 10.20, -4.88], [-29.52, 10.17, -5.53], [-29.67, 10.92, -6.72], [-28.27, 10.98, -7.42], [-28.32, 11.62, -8.67], [-28.54, 13.02, -8.50], [-28.80, 9.88, -1.27], [-29.06, 11.57, -1.73], [-28.57, 10.45, -3.00], [-31.92, 9.36, -3.42], [-30.52, 8.51, -3.66], [-31.12, 11.27, -4.74], [-31.51, 9.65, -5.55], [-30.07, 11.89, -6.55], [-30.40, 10.48, -7.37], [-27.89, 9.97, -7.54], [-27.47, 11.50, -6.80], [-28.59, 13.42, -9.51], [-27.71, 13.47, -7.93], [-29.48, 13.33, -8.02], [-30.16, 7.22, -8.86], [-29.04, 7.21, -8.05], [-29.39, 7.17, -6.61], [-28.19, 7.39, -5.65], [-28.69, 7.41, -4.30], [-29.00, 6.10, -3.77], [-28.87, 6.14, -2.25], [-29.54, 5.08, -1.66], [-29.52, 5.11, -0.26], [-30.01, 6.72, -9.81], [-30.41, 8.26, -9.24], [-31.04, 6.79, -8.35], [-29.77, 6.21, -6.39], [-30.12, 7.94, -6.50], [-27.82, 8.40, -5.80], [-27.29, 6.73, -5.82], [-28.37, 5.34, -4.22], [-30.07, 5.90, -4.03], [-29.32, 7.16, -1.94], [-27.82, 6.26, -1.90], [-28.51, 4.90, 0.09], [-30.10, 4.25, 0.14], [-29.78, 6.12, 0.06], [-28.83, 10.62, 2.11], [-30.05, 9.35, 2.16], [-30.83, 9.29, 0.50], [-31.19, 9.36, 3.39], [-29.48, 8.42, 2.21], [-26.90, 15.78, 0.66], [-28.19, 15.10, -0.33], [-29.72, 15.89, 0.06], [-28.31, 13.33, 0.06], [-28.04, 15.07, -1.43], [-24.52, 8.14, -5.05], [-24.06, 9.80, -5.40], [-22.49, 10.24, -4.78], [-25.21, 10.95, -4.75], [-24.05, 9.74, -6.54], [-34.55, 11.54, -2.05], [-33.03, 12.13, -1.41], [-33.03, 12.67, 0.26], [-32.42, 13.40, -2.53], [-32.28, 11.34, -1.52], [-26.33, 10.78, -12.62], [-26.10, 12.46, -12.37], [-27.58, 13.40, -12.47], [-24.93, 13.18, -13.45], [-25.76, 12.63, -11.34], [-34.62, 8.90, -4.45], [-34.10, 7.30, -3.88], [-33.37, 7.33, -2.25], [-32.92, 6.57, -4.98], [-35.00, 6.68, -4.03]],
  "lowdin_charge": [-0.10, -0.21, -0.23, -0.16, -0.13, -0.18, -0.19, -0.23, -0.04, 0.09, 0.09, 0.11, 0.09, 0.11, 0.10, 0.10, 0.13, 0.12, 0.12, 0.06, 0.07, 0.06, 0.09, -0.10, -0.20, -0.21, -0.20, -0.13, -0.18, -0.24, -0.18, -0.14, 0.08, 0.10, 0.10, 0.13, 0.12, 0.11, 0.13, 0.13, 0.13, 0.13, 0.15, 0.08, 0.10, 0.10, -0.08, -0.18, -0.24, -0.21, -0.14, -0.16, -0.20, -0.21, -0.10, 0.06, 0.09, 0.09, 0.12, 0.15, 0.11, 0.11, 0.13, 0.14, 0.10, 0.14, 0.07, 0.10, 0.10, -0.05, -0.22, -0.22, -0.16, -0.15, -0.18, -0.21, -0.16, -0.10, 0.07, 0.08, 0.07, 0.11, 0.14, 0.13, 0.14, 0.09, 0.10, 0.11, 0.12, 0.08, 0.07, 0.09, -0.12, -0.25, -0.19, -0.18, -0.15, -0.17, -0.18, -0.18, -0.08, 0.06, 0.01, 0.09, 0.05, 0.09, 0.12, 0.13, 0.09, 0.12, 0.10, 0.12, 0.06, 0.08, 0.07, -0.14, -0.19, -0.14, -0.17, -0.17, -0.16, -0.23, -0.18, -0.11, 0.07, 0.10, 0.09, 0.10, 0.09, 0.09, 0.13, 0.13, 0.11, 0.14, 0.14, 0.08, 0.10, 0.07, 0.53, -1.56, 0.53, 0.62, 0.01, 0.53, -1.48, 0.52, 0.50, -0.01, 0.55, -1.59, 0.54, 0.55, 0.01, 0.54, -1.54, 0.55, 0.56, -0.02, 0.62, -1.61, 0.54, 0.55, -0.02, 0.52, -1.50, 0.55, 0.53, 0.02],
  "total_charge": 0,
  "orbital_gap_ha": 0.3590,
  "smiles": "COCCOCCOC.COCCOCCOC.COCCOCCOC.COCCOCCOC.COCCOCCOC.COCCOCCOC.ClC(Cl)Cl.ClC(Cl)Cl.ClC(Cl)Cl.ClC(Cl)Cl.ClC(Cl)Cl.ClC(Cl)Cl",
  "e_lumo_ev": 0.35,
  "spin_multiplicity": 1
}


Record 2
{
  "formula": "C42H90F18KN3O30S6",
  "method": "ωB97M-V/def2-TZVPD",
  "elements": ["K", "C", "F", "F", "F", "S", "O", "O", "N", "S", "O", "O", "C", "F", "F", "F", "C", "F", "F", "F", "S", "O", "O", "N", "S", "O", "O", "C", "F", "F", "F", "C", "F", "F", "F", "S", "O", "O", "N", "S", "O", "O", "C", "F", "F", "F", "C", "O", "C", "C", "O", "C", "H", "H", "H", "H", "H", "H", "H", "H", "H", "H", "C", "O", "C", "C", "O", "C", "H", "H", "H", "H", "H", "H", "H", "H", "H", "H", "C", "O", "C", "C", "O", "C", "H", "H", "H", "H", "H", "H", "H", "H", "H", "H", "C", "O", "C", "C", "O", "C", "H", "H", "H", "H", "H", "H", "H", "H", "H", "H", "C", "O", "C", "C", "O", "C", "H", "H", "H", "H", "H", "H", "H", "H", "H", "H", "C", "O", "C", "C", "O", "C", "H", "H", "H", "H", "H", "H", "H", "H", "H", "H", "C", "O", "C", "C", "O", "C", "H", "H", "H", "H", "H", "H", "H", "H", "H", "H", "C", "O", "C", "C", "O", "C", "H", "H", "H", "H", "H", "H", "H", "H", "H", "H", "C", "O", "C", "C", "O", "C", "H", "H", "H", "H", "H", "H", "H", "H", "H", "H"],
  "positions_angstrom": [[2.74, -1.22, 2.31], [2.46, -6.00, -6.19], [2.49, -6.18, -7.53], [1.54, -5.20, -5.78], [2.32, -7.23, -5.56], [4.17, -5.14, -5.74], [5.17, -6.13, -6.13], [4.21, -3.85, -6.45], [3.99, -4.85, -4.06], [4.93, -5.94, -3.48], [4.38, -7.32, -3.55], [6.37, -5.75, -3.78], [4.83, -5.49, -1.59], [5.54, -6.37, -0.88], [5.27, -4.28, -1.31], [3.54, -5.56, -1.27], [-0.38, -1.09, 6.45], [-1.06, -0.01, 6.43], [0.94, -0.85, 6.65], [-0.82, -1.89, 7.41], [-0.61, -2.01, 4.74], [-1.58, -3.09, 4.99], [-1.11, -1.04, 3.73], [1.10, -2.27, 4.32], [1.43, -3.59, 4.94], [0.89, -3.80, 6.28], [1.42, -4.71, 4.00], [3.36, -3.42, 5.27], [3.66, -2.55, 6.23], [3.79, -4.67, 5.62], [3.93, -2.95, 4.18], [0.32, -3.21, 0.23], [1.26, -3.96, -0.50], [-0.93, -3.76, 0.30], [0.84, -3.09, 1.48], [0.09, -1.47, -0.59], [-0.07, -1.75, -2.03], [-1.07, -0.80, 0.03], [1.74, -0.83, -0.14], [1.79, 0.48, -1.06], [2.28, 0.17, -2.40], [0.66, 1.39, -0.91], [3.27, 1.56, -0.32], [3.17, 1.79, 0.98], [4.40, 1.00, -0.46], [3.31, 2.71, -0.93], [-6.31, -0.69, -2.04], [-5.28, -0.10, -2.74], [-4.22, 0.27, -1.90], [-3.24, 1.13, -2.61], [-3.53, 2.58, -2.61], [-4.79, 2.90, -3.05], [-5.88, -1.61, -1.64], [-7.10, -0.91, -2.76], [-6.66, 0.02, -1.29], [-3.59, -0.56, -1.56], [-4.70, 0.75, -1.05], [-3.30, 0.82, -3.65], [-2.24, 0.88, -2.28], [-5.44, 2.73, -2.19], [-5.15, 2.44, -3.97], [-4.79, 3.94, -3.39], [1.37, 5.44, 0.65], [0.26, 6.16, 0.23], [-0.45, 5.71, -0.84], [-1.93, 6.31, -0.87], [-1.68, 7.69, -0.99], [-2.90, 8.47, -0.78], [2.04, 6.02, 1.28], [1.92, 5.27, -0.27], [1.09, 4.55, 1.23], [-0.39, 4.62, -0.72], [0.15, 6.01, -1.71], [-2.55, 6.11, 0.00], [-2.52, 5.78, -1.63], [-2.55, 9.49, -0.96], [-3.38, 8.54, 0.19], [-3.54, 8.40, -1.66], [-1.63, -4.41, -3.18], [-0.26, -4.67, -3.32], [0.19, -5.96, -2.91], [-0.46, -7.15, -3.68], [-1.77, -7.36, -3.20], [-2.31, -8.55, -3.72], [-2.26, -4.92, -3.91], [-1.74, -3.34, -3.31], [-2.02, -4.74, -2.21], [-0.07, -6.04, -1.86], [1.27, -5.98, -3.04], [0.14, -8.04, -3.50], [-0.45, -6.90, -4.74], [-3.33, -8.60, -3.33], [-1.74, -9.44, -3.45], [-2.42, -8.55, -4.80], [4.30, 8.14, 0.02], [5.51, 7.62, -0.32], [5.75, 6.32, -0.81], [7.23, 5.99, -0.79], [7.64, 4.63, -0.85], [6.90, 3.83, -1.87], [3.65, 8.26, -0.85], [4.48, 9.18, 0.28], [3.82, 7.65, 0.86], [5.45, 6.34, -1.86], [5.20, 5.68, -0.13], [7.81, 6.65, -0.13], [7.56, 6.38, -1.75], [6.13, 3.22, -1.39], [7.45, 2.95, -2.20], [6.37, 4.39, -2.64], [-0.84, 3.67, -3.87], [0.44, 4.00, -3.40], [1.60, 3.41, -4.07], [2.78, 4.42, -4.16], [4.06, 3.86, -4.37], [4.99, 4.70, -4.95], [-0.99, 2.59, -3.77], [-1.05, 3.94, -4.90], [-1.59, 4.09, -3.19], [1.37, 3.10, -5.09], [2.03, 2.55, -3.54], [2.85, 5.10, -3.31], [2.47, 5.02, -5.01], [6.00, 4.29, -4.96], [5.15, 5.61, -4.38], [4.77, 4.93, -6.00], [-4.29, -4.28, -0.73], [-4.56, -4.33, 0.61], [-5.88, -4.97, 0.83], [-7.13, -4.14, 0.31], [-7.46, -4.34, -0.97], [-8.61, -3.71, -1.52], [-3.38, -3.69, -0.84], [-5.01, -3.69, -1.31], [-4.11, -5.22, -1.25], [-5.90, -5.23, 1.90], [-5.74, -5.97, 0.41], [-6.92, -3.10, 0.54], [-7.93, -4.50, 0.97], [-8.93, -4.36, -2.34], [-8.37, -2.78, -2.04], [-9.48, -3.70, -0.86], [-3.29, 3.22, 0.77], [-2.48, 3.32, 1.94], [-1.32, 2.46, 1.94], [-0.41, 2.91, 3.16], [-1.11, 2.80, 4.45], [-0.51, 3.42, 5.56], [-2.76, 3.34, -0.17], [-4.09, 3.96, 0.74], [-3.82, 2.26, 0.70], [-0.75, 2.80, 1.07], [-1.50, 1.38, 1.91], [-0.01, 3.92, 3.10], [0.47, 2.27, 3.21], [0.43, 3.88, 5.27], [-0.34, 2.76, 6.41], [-1.15, 4.22, 5.95], [-3.99, -1.18, 2.03], [-4.40, -1.22, 3.35], [-4.55, -2.53, 3.86], [-5.03, -2.26, 5.32], [-4.27, -1.34, 6.08], [-4.62, -1.39, 7.37], [-4.67, -1.73, 1.39], [-3.02, -1.68, 1.99], [-3.86, -0.19, 1.58], [-3.54, -2.95, 3.85], [-5.13, -3.22, 3.25], [-5.07, -3.22, 5.83], [-6.10, -2.15, 5.18], [-4.20, -2.25, 7.90], [-5.68, -1.44, 7.63], [-4.34, -0.55, 8.00], [2.90, 1.04, 5.13], [3.47, 0.91, 3.85], [4.81, 1.36, 3.63], [5.91, 0.27, 3.49], [5.45, -0.53, 2.36], [6.36, -1.18, 1.43], [1.96, 0.51, 5.23], [2.69, 2.05, 5.48], [3.55, 0.56, 5.86], [5.07, 2.01, 4.47], [4.92, 2.05, 2.79], [5.98, -0.34, 4.39], [6.76, 0.89, 3.19], [5.86, -1.60, 0.55], [6.95, -1.97, 1.88], [7.07, -0.41, 1.13]],
  "lowdin_charge": [0.80, -0.62, 0.11, 0.17, 0.08, 0.67, -0.34, -0.33, -0.29, 0.57, -0.35, -0.35, -0.67, 0.12, 0.14, 0.11, -0.67, 0.20, 0.09, 0.14, 0.77, -0.30, -0.32, -0.36, 0.51, -0.31, -0.30, -0.61, 0.12, 0.10, 0.09, -0.51, 0.09, 0.11, 0.05, 0.72, -0.30, -0.32, -0.37, 0.56, -0.30, -0.33, -0.73, 0.12, 0.18, 0.15, -0.12, -0.19, -0.23, -0.13, -0.21, -0.14, 0.08, 0.08, 0.09, 0.13, 0.11, 0.13, 0.12, 0.09, 0.09, 0.08, -0.09, -0.19, -0.20, -0.17, -0.18, -0.10, 0.08, 0.09, 0.08, 0.11, 0.12, 0.11, 0.10, 0.07, 0.09, 0.08, -0.12, -0.18, -0.16, -0.20, -0.20, -0.13, 0.08, 0.08, 0.06, 0.12, 0.11, 0.12, 0.12, 0.08, 0.08, 0.08, -0.14, -0.20, -0.19, -0.21, -0.18, -0.04, 0.09, 0.09, 0.08, 0.11, 0.14, 0.13, 0.11, 0.07, 0.09, 0.06, -0.10, -0.20, -0.13, -0.20, -0.17, -0.15, 0.08, 0.09, 0.07, 0.12, 0.10, 0.12, 0.11, 0.08, 0.07, 0.09, -0.16, -0.19, -0.12, -0.24, -0.18, -0.07, 0.08, 0.07, 0.09, 0.11, 0.12, 0.12, 0.11, 0.08, 0.07, 0.09, -0.10, -0.18, -0.13, -0.13, -0.19, -0.13, 0.07, 0.08, 0.07, 0.09, 0.12, 0.10, 0.11, 0.07, 0.07, 0.08, -0.11, -0.17, -0.17, -0.19, -0.12, -0.19, 0.07, 0.08, 0.08, 0.10, 0.11, 0.12, 0.12, 0.09, 0.08, 0.09, -0.10, -0.26, -0.18, -0.13, -0.29, -0.05, 0.07, 0.09, 0.09, 0.12, 0.12, 0.13, 0.12, 0.09, 0.08, 0.08],
  "total_charge": -2,
  "orbital_gap_ha": 0.2835,
  "e_lumo_ev": 2.83,
  "spin_multiplicity": 1
}


These records have E_HOMO values of -9.42 -4.89 eV, in the order they appear.